C36H69N3O8S | ωB97M-V with the def2-TZVPD basis set

total energy = -70135.278 eV
orbital gap = 0.3099 Ha
net charge = 0
SMILES string = CCCN[C@](C#N)(COc1cc(C)ccc1C(C)C)[C@](S)(C#N)CCOC=O.CC(C)O.CC(C)O.CC(C)O.CC(C)O.CC(C)O
LUMO level = 0.06 eV

Cartesian coordinates (Å):
C -0.977 3.123 -1.644
C -1.721 1.813 -1.358
C -1.134 0.629 -2.133
N -1.384 -0.616 -1.414
C -1.201 -1.877 -2.116
C -0.237 -1.761 -3.238
N 0.541 -1.618 -4.070
C -2.557 -2.287 -2.725
O -3.576 -2.149 -1.769
C -4.482 -3.168 -1.609
C -4.131 -4.503 -1.669
C -5.084 -5.501 -1.496
C -4.671 -6.948 -1.568
C -6.393 -5.125 -1.254
C -6.731 -3.780 -1.180
C -5.794 -2.778 -1.346
C -6.188 -1.320 -1.249
C -6.033 -0.583 -2.585
C -5.487 -0.582 -0.098
C -0.578 -2.943 -1.142
S -0.473 -4.595 -1.924
C -1.431 -3.086 0.041
N -2.068 -3.205 0.987
C 0.854 -2.485 -0.703
C 1.286 -2.847 0.701
O 1.266 -4.255 0.959
C 0.783 -4.607 2.171
O 1.193 -5.549 2.765
H -1.682 3.949 -1.702
H -0.252 3.305 -0.856
H -0.436 3.028 -2.587
H -1.703 1.571 -0.293
H -2.779 1.900 -1.612
H -0.066 0.803 -2.301
H -1.643 0.559 -3.096
H -0.914 -0.614 -0.521
H -2.530 -3.282 -3.163
H -2.746 -1.573 -3.535
H -3.108 -4.800 -1.862
H -4.017 -7.200 -0.734
H -5.547 -7.593 -1.550
H -4.142 -7.152 -2.499
H -7.154 -5.881 -1.109
H -7.760 -3.510 -0.975
H -7.253 -1.327 -1.003
H -6.732 0.254 -2.629
H -6.276 -1.241 -3.420
H -5.028 -0.183 -2.710
H -6.001 -0.769 0.845
H -5.471 0.492 -0.284
H -4.455 -0.904 0.025
H 0.574 -4.345 -2.718
H 0.924 -1.397 -0.759
H 1.569 -2.886 -1.416
H 2.323 -2.520 0.814
H 0.707 -2.311 1.458
H -0.050 -3.993 2.535
C -1.741 5.476 2.108
C -2.542 5.905 0.889
C -3.473 7.068 1.194
O -3.270 4.795 0.361
H -2.412 5.144 2.905
H -1.081 4.645 1.857
H -1.135 6.300 2.487
H -1.853 6.193 0.093
H -4.208 6.779 1.952
H -4.022 7.349 0.295
H -2.930 7.940 1.560
H -3.898 4.505 1.031
C -2.565 9.360 5.180
C -1.473 8.940 4.209
C -0.098 9.391 4.676
O -1.748 9.444 2.900
H -2.598 10.450 5.264
H -3.540 9.023 4.829
H -2.390 8.947 6.174
H -1.483 7.855 4.103
H -0.061 10.481 4.745
H 0.669 9.075 3.969
H 0.141 8.978 5.657
H -1.756 10.406 2.956
C 3.525 -5.512 -0.890
C 4.697 -5.921 -1.766
C 5.999 -5.307 -1.278
O 4.452 -5.565 -3.129
H 3.400 -4.425 -0.915
H 2.596 -5.958 -1.246
H 3.670 -5.813 0.148
H 4.782 -7.009 -1.768
H 5.946 -4.217 -1.311
H 6.833 -5.612 -1.910
H 6.217 -5.602 -0.251
H 4.384 -4.605 -3.171
C 4.249 2.779 -1.212
C 2.917 3.433 -0.883
C 3.091 4.673 -0.020
O 2.042 2.501 -0.247
H 4.750 2.459 -0.293
H 4.099 1.897 -1.836
H 4.910 3.468 -1.738
H 2.409 3.706 -1.809
H 3.558 4.407 0.933
H 2.124 5.126 0.197
H 3.721 5.414 -0.514
H 2.450 2.227 0.582
C 7.195 -3.445 2.316
C 8.378 -3.838 1.444
C 9.686 -3.277 1.981
O 8.166 -3.423 0.096
H 7.089 -2.356 2.338
H 6.270 -3.863 1.918
H 7.322 -3.796 3.341
H 8.445 -4.926 1.395
H 9.650 -2.184 1.995
H 10.519 -3.576 1.345
H 9.879 -3.625 2.996
H 8.102 -2.461 0.090

---

C17H44ClNO14PS4 | ωB97M-V with the def2-TZVPD basis set

total energy = -113642.260 eV
orbital gap = 0.3653 Ha
net charge = +1
LUMO level = -2.39 eV

Cartesian coordinates (Å):
C -0.325 0.670 -0.087
P 0.839 0.540 1.304
O 0.879 -1.083 1.548
C 2.421 0.624 0.295
C 2.962 -0.724 -0.134
O 4.222 -0.653 -0.817
C 4.722 0.639 -0.989
Cl 6.371 0.538 -1.572
C 4.734 1.486 0.288
N 3.514 1.232 1.132
H -1.299 1.000 0.263
H 0.050 1.418 -0.788
H -0.427 -0.277 -0.617
H -0.003 -1.449 1.604
H 2.227 1.302 -0.534
H 3.111 -1.327 0.766
H 2.238 -1.258 -0.746
H 4.162 1.159 -1.770
H 5.627 1.317 0.884
H 4.693 2.524 -0.018
H 3.749 0.539 1.844
H 3.227 2.089 1.625
O -3.033 -0.853 -0.904
S -3.570 -2.090 -0.404
O -2.691 -3.213 -0.293
O -4.844 -2.471 -1.254
C -4.714 -2.491 -2.701
C -4.040 -3.749 -3.205
C -4.388 -1.818 1.125
H -4.189 -1.590 -3.019
H -5.740 -2.426 -3.056
H -2.992 -3.787 -2.913
H -4.097 -3.777 -4.293
H -4.535 -4.633 -2.805
H -5.078 -0.988 1.015
H -3.622 -1.588 1.862
H -4.919 -2.721 1.409
O -6.759 -1.861 3.035
S -7.466 -1.475 4.225
O -6.857 -1.722 5.492
O -8.913 -2.106 4.181
C -9.023 -3.528 3.906
C -8.714 -4.377 5.120
C -7.947 0.211 4.120
H -8.379 -3.773 3.062
H -10.055 -3.654 3.590
H -7.664 -4.311 5.399
H -8.948 -5.419 4.899
H -9.312 -4.057 5.972
H -8.440 0.377 3.167
H -7.037 0.802 4.194
H -8.610 0.431 4.952
O 3.331 4.131 2.154
S 4.529 4.943 2.153
O 5.610 4.542 2.993
O 4.162 6.445 2.388
C 3.374 6.796 3.571
C 4.212 6.837 4.828
C 5.116 5.166 0.507
H 2.540 6.098 3.653
H 2.971 7.775 3.329
H 4.561 5.847 5.114
H 3.612 7.239 5.643
H 5.083 7.476 4.687
H 4.294 5.493 -0.124
H 5.527 4.223 0.163
H 5.907 5.910 0.534
O 5.864 -2.964 -5.626
S 4.510 -2.626 -5.320
O 3.448 -3.465 -5.771
O 4.241 -1.129 -5.785
C 4.630 -0.786 -7.142
C 3.634 -1.274 -8.172
C 4.338 -2.351 -3.592
H 5.631 -1.175 -7.328
H 4.687 0.301 -7.134
H 3.626 -2.360 -8.236
H 3.901 -0.872 -9.150
H 2.627 -0.943 -7.919
H 5.122 -1.675 -3.266
H 4.443 -3.318 -3.105
H 3.351 -1.937 -3.405

---

C8H8BN | ωB97M-V with the def2-TZVPD basis set

total energy = -10589.217 eV
orbital gap = 0.2865 Ha
net charge = 0
LUMO level = -2.21 eV

Cartesian coordinates (Å):
B -2.457 0.144 0.819
C -3.552 0.014 -0.326
C 2.732 0.469 -0.339
C 2.262 -0.725 -0.993
C 1.949 1.249 0.533
C 0.957 -1.011 -0.860
C 0.632 0.768 0.779
C 0.160 -0.247 0.006
C -1.259 -0.684 0.083
N -4.400 -0.059 -1.103
H -2.277 1.176 1.234
H -2.834 -0.567 1.776
H 3.878 0.681 -0.455
H 2.925 -1.277 -1.620
H 2.331 2.068 1.045
H 0.455 -1.827 -1.307
H -0.147 1.389 1.285
H -1.355 -1.560 -0.556

---

C11H69N2NbO24PS2 | ωB97M-V with the def2-TZVPD basis set

total energy = -97157.402 eV
orbital gap = 0.2463 Ha
net charge = -1
LUMO level = 1.38 eV

Cartesian coordinates (Å):
C 2.240 -2.031 -1.890
C 2.986 -0.713 -1.710
N 2.973 -0.183 -0.332
C 3.878 0.969 -0.122
C 3.887 1.957 -1.286
C 3.217 -1.179 0.647
S 4.541 -2.135 0.772
S 2.005 -1.387 1.870
C 0.408 -0.846 1.183
C 0.186 0.656 0.951
C -1.038 0.873 0.019
Nb -0.978 2.744 -1.180
N -2.082 2.068 -2.697
C -2.018 1.062 -3.485
C -3.202 0.699 -4.358
C -0.778 0.224 -3.686
P -0.650 5.040 -2.494
O -1.469 5.203 -3.746
O -0.908 6.376 -1.574
O 0.930 5.258 -2.910
H 2.700 -2.864 -1.351
H 1.185 -1.924 -1.619
H 2.268 -2.276 -2.957
H 2.498 0.034 -2.346
H 4.021 -0.818 -2.079
H 4.895 0.611 0.103
H 3.519 1.502 0.769
H 4.208 2.937 -0.919
H 4.576 1.655 -2.081
H 2.886 2.071 -1.714
H 0.231 -1.416 0.268
H -0.293 -1.199 1.955
H -0.013 1.150 1.913
H 1.105 1.116 0.585
H -1.901 1.022 0.690
H -1.241 -0.020 -0.587
H 0.618 2.460 -2.078
H 0.148 3.408 0.144
H -2.304 3.679 -0.319
H -3.369 -0.372 -4.493
H -4.087 1.249 -4.037
H -2.904 1.101 -5.341
H -0.326 -0.095 -2.743
H -0.043 0.832 -4.224
H -0.988 -0.647 -4.314
H -0.597 6.171 -0.684
H 1.427 4.562 -2.464
O -3.448 -0.248 1.970
H -3.500 0.114 2.859
H -4.337 -0.590 1.819
O 2.158 -1.777 5.519
H 2.105 -1.642 4.564
H 1.871 -2.695 5.626
O 2.486 -1.737 -5.490
H 3.349 -1.938 -5.117
H 2.480 -2.180 -6.343
O -6.038 0.963 2.352
H -5.733 1.525 1.631
H -5.939 1.507 3.139
O 2.395 -4.723 5.764
H 3.267 -4.737 6.170
H 2.147 -5.650 5.633
O 0.332 8.882 -2.677
H 0.432 8.465 -3.538
H 0.050 8.148 -2.111
O 0.417 -6.389 4.371
H 0.567 -5.454 4.545
H 0.503 -6.426 3.410
O -0.068 -4.074 2.829
H 0.132 -3.169 3.088
H 0.026 -4.074 1.870
O 2.314 6.779 -5.338
H 1.828 6.339 -4.624
H 1.748 6.673 -6.107
O 1.491 1.353 6.394
H 2.407 1.250 6.684
H 1.235 0.465 6.114
O 0.036 0.944 -6.818
H 0.059 1.888 -6.631
H 0.090 0.874 -7.777
O -2.458 -3.614 4.528
H -3.346 -3.741 4.174
H -1.974 -4.419 4.310
O 3.662 -5.131 2.918
H 3.177 -4.705 3.636
H 3.849 -4.405 2.309
O 4.365 1.820 5.600
H 5.249 1.476 5.756
H 4.145 1.571 4.697
O -5.213 -2.234 3.410
H -5.262 -1.851 4.291
H -6.107 -2.549 3.220
O 1.226 3.586 8.365
H 1.211 2.907 7.674
H 0.402 3.458 8.839
O 0.400 -7.725 1.462
H -0.512 -7.898 1.211
H 0.860 -8.560 1.338
O -3.413 3.664 -4.885
H -3.594 4.264 -5.612
H -2.663 4.080 -4.403
O -7.795 -3.715 2.807
H -8.514 -4.313 3.030
H -7.570 -3.922 1.894
O -0.239 1.080 -10.202
H -0.239 2.033 -10.069
H -0.187 0.955 -11.153
O -2.687 -3.153 0.668
H -2.788 -2.377 1.239
H -3.195 -3.834 1.117